1.
The following is a quantum chemistry calculation of the ion C3H7BrNO with charge +1 at a distorted geometry, from the OMol25 dataset.

Results
Highest occupied orbital energy   -14.88 eV
Frontier orbital gap   11.144 eV
Energy above the lowest of the compared OMol25 structures with the same formula, charge and spin   158.0 kJ/mol

Geometry as ORCA input:
```
! RIJCOSX wB97M-V def2-TZVPD def2/J DEFGRID3
* xyz 1 1
C -1.083 0.215 0.004
C -0.550 -1.161 -0.430
C 1.192 0.048 0.606
N 0.183 0.957 -0.042
O 0.539 -1.306 0.265
Br 2.964 0.228 -0.018
H -1.699 0.819 -0.677
H -1.556 0.181 0.974
H -1.181 -2.022 -0.344
H -0.329 -0.972 -1.533
H 0.901 0.105 1.736
H 0.559 1.059 -0.970
H 0.060 1.850 0.429
*
```



2.
The following is a quantum chemistry calculation of an isolated molecule of C20H30N2O3S at a distorted geometry, from the OMol25 dataset.

Results
Highest occupied orbital energy   -9.11 eV
Frontier orbital gap   9.639 eV
Energy above the lowest of the compared OMol25 structures with the same formula, charge and spin   20.9 kJ/mol

Geometry as ORCA input:
```
! RIJCOSX wB97M-V def2-TZVPD def2/J DEFGRID3
* xyz 0 1
C 6.816 1.094 -0.120
C 5.431 0.766 0.343
C 4.325 1.342 -0.272
C 3.044 1.057 0.169
C 2.872 0.191 1.231
C 3.956 -0.391 1.860
C 5.232 -0.101 1.415
H 6.086 -0.550 1.900
H 3.779 -1.055 2.690
S 1.238 -0.224 1.817
O 1.204 -0.152 3.246
O 0.267 0.569 1.100
N 1.185 -1.860 1.413
C 1.134 -2.124 -0.010
C -0.218 -1.760 -0.625
C -1.385 -2.371 0.167
C -1.228 -2.196 1.684
C 0.171 -2.596 2.144
H 0.353 -3.663 1.984
H 0.310 -2.361 3.199
H -1.378 -1.153 1.968
H -1.979 -2.800 2.196
C -2.697 -1.738 -0.306
O -3.570 -2.379 -0.856
N -2.788 -0.420 -0.049
H -2.007 0.065 0.371
C -3.898 0.394 -0.482
H -4.385 0.839 0.394
H -4.605 -0.277 -0.976
C -3.449 1.504 -1.439
C -4.620 2.426 -1.776
C -4.177 3.538 -2.723
C -3.588 2.950 -4.001
C -2.419 2.028 -3.671
C -2.866 0.917 -2.725
H -2.020 0.269 -2.487
H -3.626 0.304 -3.214
H -1.623 2.608 -3.197
H -2.016 1.594 -4.588
H -3.255 3.754 -4.662
H -4.359 2.382 -4.526
H -3.423 4.155 -2.228
H -5.028 4.179 -2.964
H -5.027 2.859 -0.860
H -5.412 1.840 -2.249
H -2.670 2.092 -0.937
H -1.441 -3.442 -0.057
H -0.257 -2.113 -1.657
H -0.300 -0.674 -0.631
H 1.348 -3.188 -0.149
H 1.933 -1.546 -0.480
H 2.174 1.497 -0.293
H 4.468 2.018 -1.103
H 6.823 1.349 -1.177
H 7.196 1.952 0.435
H 7.491 0.259 0.050
*
```



3.
The following is a quantum chemistry calculation of a structure of composition C6H17Cl4N4O9Sn at a distorted geometry, from the OMol25 dataset.

Results
Highest occupied orbital energy   -13.08 eV
Frontier orbital gap   5.633 eV

Geometry as ORCA input:
```
! RIJCOSX wB97M-V def2-TZVPD def2/J DEFGRID3
* xyz 1 1
Sn 0.620 -2.484 3.686
O -0.020 -0.975 1.302
H 0.337 -0.647 0.453
C -2.910 0.347 2.713
N -2.311 1.035 3.925
O -2.974 1.771 4.593
O -1.206 0.768 4.220
H -2.210 -0.424 2.390
H -3.155 1.139 2.005
H -3.841 -0.153 2.982
C 0.286 -2.784 -1.392
N -0.075 -3.926 -0.507
O 0.646 -4.902 -0.471
O -1.144 -3.862 0.063
H 0.901 -3.163 -2.209
H 0.767 -2.033 -0.766
H -0.663 -2.477 -1.834
C 3.119 0.411 0.591
N 3.168 -1.017 0.930
O 3.084 -1.381 2.093
O 3.313 -1.793 -0.006
H 2.052 0.623 0.649
H 3.629 0.505 -0.368
H 3.612 1.055 1.319
C 2.051 2.072 -3.602
N 1.059 1.187 -2.953
O -0.114 1.324 -3.338
O 1.446 0.427 -2.118
H 1.669 3.081 -3.452
H 2.113 1.902 -4.677
H 3.047 1.986 -3.166
C -0.195 2.673 0.180
Cl -0.981 3.367 1.649
Cl 1.180 3.629 -0.455
H 0.199 1.711 0.506
H -0.960 2.485 -0.573
C -2.988 -0.347 -0.856
Cl -4.353 -0.906 0.014
Cl -3.355 1.100 -1.851
H -2.191 -0.199 -0.128
H -2.652 -1.124 -1.543
*
```



4.
The following is a quantum chemistry calculation of a cluster of 2 separate species, C10H18FN2O3S in total, from the OMol25 dataset.

Results
Highest occupied orbital energy   -12.05 eV
Frontier orbital gap   9.335 eV

Geometry as ORCA input:
```
! RIJCOSX wB97M-V def2-TZVPD def2/J DEFGRID3
* xyz 1 1
O 1.525 1.568 -0.567
C 1.481 1.032 -1.630
O 1.071 1.627 -2.793
S 1.772 3.123 -3.138
O 1.804 -0.243 -1.806
C 1.633 -0.898 -3.084
C 2.754 -0.599 -4.067
C 4.143 -0.611 -3.451
F 5.006 0.056 -4.305
H 2.867 2.623 -3.735
H 1.590 -1.957 -2.825
H 0.675 -0.613 -3.517
H 2.595 0.384 -4.519
H 2.696 -1.336 -4.873
H 4.169 -0.089 -2.492
H 4.532 -1.623 -3.314
C 0.329 1.167 2.242
C -1.105 1.414 1.823
N -1.973 0.270 2.157
C -2.064 -0.901 1.442
C -2.944 -1.698 2.094
N -3.378 -1.002 3.199
C -2.774 0.183 3.211
C -4.342 -1.476 4.195
H 0.737 0.283 1.754
H 0.939 2.013 1.936
H 0.412 1.043 3.323
H -1.177 1.567 0.747
H -1.530 2.289 2.311
H -1.491 -1.053 0.545
H -3.303 -2.689 1.878
H -2.911 0.949 3.956
H -5.204 -0.815 4.219
H -3.872 -1.516 5.174
H -4.662 -2.473 3.910
*
```



5.
The following is a quantum chemistry calculation of a cluster of 2 separate species, H5NS in total at a distorted geometry, from the OMol25 dataset.

Results
Highest occupied orbital energy   -9.59 eV
Frontier orbital gap   10.455 eV
Energy above the lowest of the compared OMol25 structures with the same formula, charge and spin   18.7 kJ/mol

Geometry as ORCA input:
```
! RIJCOSX wB97M-V def2-TZVPD def2/J DEFGRID3
* xyz 0 1
S 0.659 -1.329 -0.147
H 1.950 -1.575 -0.409
H 0.908 -0.840 1.067
N -1.399 2.480 0.076
H -1.876 1.666 -0.221
H -1.854 2.943 0.834
H -0.408 2.455 0.182
*
```



6.
The following is a quantum chemistry calculation of an isolated molecule of C3H6O2 at a distorted geometry, from the OMol25 dataset.

Results
Highest occupied orbital energy   -10.51 eV
Frontier orbital gap   11.343 eV
Energy above the lowest of the compared OMol25 structures with the same formula, charge and spin   239.5 kJ/mol

Geometry as ORCA input:
```
! RIJCOSX wB97M-V def2-TZVPD def2/J DEFGRID3
* xyz 0 1
C 1.546 -0.533 -0.082
C 0.575 0.652 -0.292
C -1.720 0.217 0.086
H 2.433 -0.421 0.392
H 1.154 -1.177 0.775
H 1.640 -1.295 -1.015
H -1.717 1.404 0.539
H -2.540 -0.170 -0.527
H -1.672 -0.577 1.070
O 0.903 1.757 -0.127
O -0.601 0.144 -0.819
*
```



7.
The following is a quantum chemistry calculation of an isolated molecule of C3H11N3O at a distorted geometry, from the OMol25 dataset.

Results
Highest occupied orbital energy   -7.84 eV
Frontier orbital gap   8.700 eV
Energy above the lowest of the compared OMol25 structures with the same formula, charge and spin   357.6 kJ/mol

Geometry as ORCA input:
```
! RIJCOSX wB97M-V def2-TZVPD def2/J DEFGRID3
* xyz 0 1
C -0.006 -0.070 -0.573
C 0.827 0.185 0.606
C -1.101 1.431 -0.322
N 1.801 -1.190 0.804
N 2.407 -1.731 -0.365
N -2.208 0.900 0.483
O -0.891 -1.127 -0.511
H -1.546 -0.854 0.205
H 1.249 -1.924 1.253
H 0.506 -0.016 -1.535
H 3.051 -1.057 -0.775
H 1.720 -1.994 -1.081
H -2.998 0.638 -0.109
H -2.546 1.609 1.131
H 0.295 0.238 1.553
H 1.557 0.978 0.462
H -0.662 2.336 0.103
H -1.454 1.650 -1.330
*
```



8.
The following is a quantum chemistry calculation of a cluster of 7 separate species, H14O7 in total at a distorted geometry, from the OMol25 dataset.

Results
Highest occupied orbital energy   -10.87 eV
Frontier orbital gap   10.375 eV
Energy above the lowest of the compared OMol25 structures with the same formula, charge and spin   228.0 kJ/mol

Geometry as ORCA input:
```
! RIJCOSX wB97M-V def2-TZVPD def2/J DEFGRID3
* xyz 0 1
O -1.005 -0.630 0.148
H -1.750 -0.165 0.508
H -0.959 -1.434 0.666
O -0.275 2.966 0.197
H 0.314 2.290 0.452
H -1.098 2.590 0.282
O 1.093 0.738 0.706
H 1.142 0.382 1.600
H 0.353 0.269 0.297
O 1.279 0.413 -2.718
H 1.772 0.766 -1.988
H 0.510 0.982 -2.733
O 1.448 -2.296 -1.513
H 1.596 -1.369 -1.703
H 1.505 -2.419 -0.537
O 0.203 -0.689 4.181
H -0.043 -0.333 5.021
H 0.119 0.115 3.763
O -1.797 -0.845 -2.501
H -2.736 -0.693 -2.581
H -1.666 -0.632 -1.546
*
```



no.,total energy (eV)
1,-76795.789
2,-41186.010
3,-86784.339
4,-33330.729
5,-12406.250
6,-7301.196
7,-9804.295
8,-14559.098